1.
Below is C19H22F2N4O2S in the gas phase, with properties calculated with ωB97M-V/def2-TZVPD.

Properties
- SMILES: Cc1csc(CN(C)C(=O)C[C@H]2C(=O)NCCN2Cc2ccc(F)c(F)c2)n1
- Highest occupied orbital energy: -8.710 eV
- Max |F|: 1.02 eV Å⁻¹
- LUMO energy: 0.707 eV
- Electronic energy: -1704.671015 Eh

Element x y z (Å)
1 C -2.04029 -5.67249 0.36863
2 C -2.05026 -4.57617 1.37582
3 C -2.24360 -4.70895 2.71501
4 S -2.16897 -3.17883 3.50465
5 C -1.87925 -2.45360 1.93502
6 N -1.85292 -3.29233 0.96714
7 C -1.69156 -0.97888 1.80000
8 N -1.19030 -0.61880 0.49314
9 C 0.12945 -0.34606 0.36467
10 O 0.87144 -0.29460 1.33165
11 C 0.61853 -0.09385 -1.04610
12 H 0.68220 -1.05880 -1.55980
13 H -0.07098 0.54389 -1.59398
14 C 2.01561 0.53330 -1.05424
15 N 1.94147 1.98641 -1.19579
16 C 2.99091 2.54826 -2.01501
17 C 4.31816 1.79951 -1.83148
18 N 4.09315 0.44946 -2.28306
19 C 2.90118 -0.15535 -2.08986
20 O 2.61180 -1.20409 -2.62755
21 H 4.72035 0.02641 -2.94986
22 H 4.60737 1.80920 -0.77289
23 H 5.11658 2.25676 -2.41690
24 H 2.69399 2.44848 -3.06746
25 H 3.10772 3.60932 -1.79213
26 C 1.69009 2.65723 0.06902
27 C 0.21436 2.68806 0.37641
28 C -0.69801 2.97103 -0.63317
29 C -2.05729 2.97448 -0.38244
30 C -2.51375 2.69811 0.89392
31 C -1.60838 2.43740 1.91254
32 C -0.24968 2.43597 1.65883
33 H 0.43060 2.20595 2.46309
34 F -2.05214 2.16607 3.15388
35 F -3.83852 2.67289 1.13698
36 H -2.77442 3.18567 -1.16014
37 H -0.33030 3.17455 -1.62667
38 H 2.21769 2.17819 0.90654
39 H 2.04027 3.69191 -0.00492
40 H 2.48625 0.27135 -0.08649
41 C -2.08277 -0.78122 -0.63022
42 H -2.20236 0.16125 -1.16999
43 H -1.71931 -1.54705 -1.31618
44 H -3.05442 -1.09446 -0.25869
45 H -2.64157 -0.46518 1.99172
46 H -0.95899 -0.63983 2.53933
47 H -2.42200 -5.60100 3.27980
48 H -2.19368 -6.63367 0.85056
49 H -2.82623 -5.50730 -0.36636
50 H -1.08723 -5.67863 -0.15697

---

2.
Below is a molecular structure, C19H22FN3O2PtS2Si, with properties calculated with ωB97M-V/def2-TZVPD.

Properties
- Highest occupied orbital energy (spin up / spin down): -13.429 / -14.605 eV
- Max |F|: 0.26 eV Å⁻¹
- LUMO energy (spin up / spin down): -6.296 / -9.284 eV
- Multiplicity: 5
- Charge: +2
- Electronic energy: -2356.401606 Eh

Element x y z (Å)
1 Pt 0.36619 0.58293 0.16792
2 O -2.56089 -2.72452 -1.84670
3 C -1.75588 -3.13880 -2.76253
4 C -2.23065 -4.16662 -3.64029
5 C -1.41558 -4.63303 -4.63056
6 C -0.12464 -4.10160 -4.77419
7 C 0.35656 -3.08534 -3.91170
8 C -0.42965 -2.59337 -2.91050
9 C 0.01712 -1.52501 -1.97739
10 O -0.77250 -1.12859 -1.08182
11 N 1.25618 -1.05149 -2.16744
12 N 1.57522 -0.10236 -1.28949
13 C 2.82034 0.39343 -1.47089
14 S 3.33761 1.64320 -0.44357
15 C 5.08733 1.49295 -0.92230
16 C 5.12935 1.09164 -2.38316
17 S 3.87448 -0.19741 -2.66597
18 H -2.09075 -2.00002 -1.32330
19 H -3.23434 -4.53702 -3.47932
20 H -1.75581 -5.40638 -5.30479
21 H 0.52230 -4.47120 -5.55846
22 H 1.35529 -2.69513 -4.04792
23 H 5.54747 0.74812 -0.27380
24 H 5.55908 2.45949 -0.75473
25 H 6.09787 0.67469 -2.65426
26 H 4.90104 1.92678 -3.04453
27 C -0.67320 -1.41575 2.91948
28 Si -0.10313 0.33709 3.16205
29 C -0.58352 0.95784 4.84763
30 C 1.74828 0.52579 2.99391
31 N -0.78596 1.22862 1.71930
32 C -1.77562 2.12180 1.63161
33 C -2.43934 2.66356 2.77887
34 C -3.45616 3.57033 2.66328
35 C -3.88482 3.99838 1.39994
36 C -3.28308 3.50147 0.24887
37 C -2.26499 2.59714 0.37039
38 F -1.71087 2.12046 -0.75125
39 H -0.23056 -2.05813 3.68401
40 H -0.37662 -1.80367 1.94268
41 H -1.75795 -1.49872 3.00835
42 H 0.00422 0.37520 5.56269
43 H -1.63260 0.79976 5.09904
44 H -0.33082 2.00716 5.00864
45 H 2.20690 0.11068 3.89610
46 H 2.04591 1.57504 2.93735
47 H 2.18252 -0.00897 2.14533
48 H -2.11341 2.34890 3.75499
49 H -3.93091 3.96182 3.55184
50 H -4.68695 4.71810 1.31415
51 H -3.60009 3.81074 -0.73754

---

3.
Below is a molecular structure, C19H22IN6O7Y, with properties calculated with ωB97M-V/def2-TZVPD.

Properties
- Highest occupied orbital energy (spin up / spin down): 1.171 / 0.970 eV
- Max |F|: 6.02 eV Å⁻¹
- LUMO energy (spin up / spin down): 3.228 / 3.228 eV
- Charge: -2
- Electronic energy: -1928.119033 Eh

Element x y z (Å)
1 C 1.37789 -0.95321 -4.85048
2 I 0.13366 2.52510 -3.25186
3 H 0.31320 -1.27485 -4.98914
4 H 2.03400 -1.45348 -5.53542
5 H 1.35495 0.10918 -5.07976
6 C -1.53208 3.38018 0.58847
7 C -2.61785 2.77465 0.05279
8 N -2.19658 2.10194 -1.09265
9 C -0.94267 2.54406 -1.37172
10 N -0.46636 3.12679 -0.26260
11 H -1.42187 3.98491 1.46986
12 H -3.64316 2.73987 0.35837
13 C 1.57477 -3.29256 -0.74947
14 C 1.25418 -1.79041 -2.42287
15 N 1.92048 -2.05034 -1.23403
16 H 0.30587 -4.84110 -1.68200
17 N 0.57963 -2.96737 -2.69933
18 H 2.01430 -3.68600 0.16151
19 Y -0.51537 0.24346 -1.67728
20 C 1.91510 -0.96079 -3.48019
21 O 2.88268 -0.27348 -3.13171
22 C 0.74505 -3.85493 -1.66017
23 C -0.31885 -3.29708 -3.78707
24 H -1.35611 -3.34231 -3.43884
25 H -0.08390 -4.28870 -4.18061
26 H -0.29716 -2.60325 -4.61923
27 C 2.88107 -1.23083 -0.51924
28 H 3.79935 -1.83052 -0.37726
29 H 2.45535 -0.95801 0.46610
30 H 3.11957 -0.32805 -1.09939
31 C 0.93510 3.48335 -0.10905
32 H 1.05754 4.57379 -0.13931
33 H 1.49375 3.04824 -0.96534
34 H 1.32242 3.09173 0.84319
35 C -3.07128 1.46966 -2.09124
36 H -2.58288 0.61356 -2.63968
37 H -3.40579 2.19261 -2.85652
38 H -3.95710 1.09319 -1.56460
39 O -1.54646 -0.56590 0.30435
40 C -0.55319 -0.14582 0.99627
41 O 0.48712 0.28857 0.35561
42 C -0.54118 -0.04554 2.49225
43 C -0.47028 1.22448 3.06696
44 C -0.39466 1.37196 4.47043
45 C -0.31409 0.24841 5.30258
46 C -0.34399 -1.01232 4.70259
47 C -0.48501 -1.17518 3.30510
48 N -0.17666 -2.18218 5.54714
49 O -0.03415 -2.00742 6.77922
50 O -0.17050 -3.30943 5.00384
51 N -0.41672 2.68865 5.04059
52 O -0.53415 3.67031 4.26786
53 O -0.32281 2.81642 6.27780
54 H -0.47774 2.11976 2.44768
55 H -0.24255 0.36289 6.38289
56 H -0.52383 -2.16663 2.87465

---

4.
Below is a molecular structure, C19H22MoN4O6, with properties calculated with ωB97M-V/def2-TZVPD.

Properties
- Highest occupied orbital energy: -19.389 eV
- Max |F|: 2.55 eV Å⁻¹
- LUMO energy: -15.853 eV
- Charge: +4
- Electronic energy: -1474.341010 Eh

Element x y z (Å)
1 Mo 2.17265 -0.86606 -2.33607
2 O 0.90598 -0.68052 -3.92918
3 C 1.50111 -0.57770 -5.28369
4 C 2.62145 0.40112 -5.10252
5 N 3.56461 -0.01179 -4.00292
6 C 4.51353 -1.07585 -4.41071
7 C 3.93325 -2.44676 -4.20349
8 O 4.08883 -3.47324 -4.69581
9 O 2.92883 -2.33711 -3.02708
10 C 4.26025 1.19674 -3.49805
11 C 3.44473 1.88859 -2.42930
12 O 3.45381 2.93250 -1.95307
13 O 2.43289 0.83956 -1.87241
14 H 0.01375 -1.07365 -3.93099
15 H 1.78970 -1.58583 -5.58359
16 H 0.74780 -0.19198 -5.96830
17 H 3.16715 0.59015 -6.02848
18 H 2.17433 1.34424 -4.77992
19 H 4.84543 -0.98477 -5.44676
20 H 5.39877 -1.03033 -3.77123
21 H 5.22149 0.94004 -3.04837
22 H 4.44741 1.92473 -4.29066
23 C -4.14822 1.32286 7.75327
24 C -3.75431 1.40823 6.34905
25 C -2.81195 0.47230 5.78097
26 C -2.43537 0.54575 4.48386
27 C -2.99142 1.58248 3.64997
28 N -2.69234 1.73554 2.35762
29 C -1.76100 1.07015 1.46550
30 O -1.08069 1.74402 0.74829
31 N -1.79749 -0.29589 1.46956
32 C -1.06792 -1.11091 0.58734
33 C -1.30613 -2.48872 0.63793
34 C -0.62153 -3.34594 -0.19926
35 C 0.29609 -2.82192 -1.08486
36 N 0.52757 -1.48787 -1.14821
37 C -0.13256 -0.63273 -0.32384
38 C -3.92345 2.54154 4.21713
39 C -4.28862 2.44684 5.51150
40 H -3.71646 0.47890 8.28167
41 H -5.24515 1.30139 7.82584
42 H -3.86472 2.26144 8.25677
43 H -2.39353 -0.28840 6.42783
44 H -1.68930 -0.13633 4.09834
45 H -3.00647 2.60368 1.92911
46 H -2.51706 -0.75790 2.00828
47 H -2.03201 -2.89362 1.33511
48 H -0.79229 -4.41377 -0.16962
49 H 0.84917 -3.45733 -1.76557
50 H 0.09038 0.42010 -0.40884
51 H -4.33027 3.32011 3.58124
52 H -4.99076 3.15394 5.93663

---

5.
Below is C19H22N2O in the gas phase, with properties calculated with ωB97M-V/def2-TZVPD.

Properties
- SMILES: CCCCCCCOc1ccc(-c2ccc(C#N)cn2)cc1
- Highest occupied orbital energy: -8.376 eV
- ΔE to the lowest compared entry with this formula, charge and spin: 50.1 kcal per mole
- Max |F|: 1.12 eV Å⁻¹
- LUMO energy: -0.160 eV
- Electronic energy: -921.949334 Eh

Element x y z (Å)
1 C 3.97793 3.04898 -0.89874
2 C 3.86548 2.80023 0.60031
3 C 4.15707 1.35606 1.01276
4 C 3.14977 0.33396 0.46693
5 C 3.66699 -0.41368 -0.76227
6 C 2.61048 -1.31020 -1.40929
7 C 2.19454 -2.49884 -0.53700
8 O 1.40987 -2.14046 0.58345
9 C 0.13012 -1.73335 0.41401
10 C -0.49387 -1.22326 1.55744
11 C -1.80077 -0.79761 1.51978
12 C -2.53700 -0.86060 0.33385
13 C -1.90625 -1.36169 -0.80484
14 C -0.59749 -1.79614 -0.77359
15 H -0.15588 -2.18608 -1.67721
16 H -2.46925 -1.40800 -1.72377
17 C -3.92535 -0.41420 0.24210
18 N -4.37968 -0.15145 -0.98751
19 C -5.61306 0.25989 -1.15094
20 C -6.50749 0.44492 -0.09013
21 C -6.05185 0.15515 1.19962
22 C -4.75465 -0.27875 1.36438
23 H -4.39170 -0.52769 2.34840
24 H -6.71474 0.26883 2.04563
25 C -7.82083 0.89908 -0.32335
26 N -8.88866 1.26890 -0.52047
27 H -5.91899 0.45739 -2.17058
28 H -2.23966 -0.38729 2.41628
29 H 0.08102 -1.17005 2.46866
30 H 3.08197 -2.96962 -0.10477
31 H 1.66986 -3.24884 -1.14259
32 H 1.72898 -0.71081 -1.64665
33 H 3.00810 -1.71152 -2.34417
34 H 4.52829 -1.02273 -0.47655
35 H 4.00624 0.30473 -1.50995
36 H 2.91926 -0.39662 1.24259
37 H 2.21593 0.84225 0.21543
38 H 4.15029 1.31706 2.10429
39 H 5.16358 1.08576 0.68596
40 H 4.57071 3.45459 1.11915
41 H 2.86105 3.07045 0.93516
42 H 3.21926 2.49389 -1.44423
43 H 3.84127 4.10656 -1.11495
44 H 4.95910 2.75084 -1.26266

---

> Which formula does entry 5 have?

C19H22N2O

---

Repeat the fourth record exactly.
Below is a molecular structure, C19H22MoN4O6, with properties calculated with ωB97M-V/def2-TZVPD.

Properties
- Highest occupied orbital energy: -19.389 eV
- Max |F|: 2.55 eV Å⁻¹
- LUMO energy: -15.853 eV
- Charge: +4
- Electronic energy: -1474.341010 Eh

Element x y z (Å)
1 Mo 2.17265 -0.86606 -2.33607
2 O 0.90598 -0.68052 -3.92918
3 C 1.50111 -0.57770 -5.28369
4 C 2.62145 0.40112 -5.10252
5 N 3.56461 -0.01179 -4.00292
6 C 4.51353 -1.07585 -4.41071
7 C 3.93325 -2.44676 -4.20349
8 O 4.08883 -3.47324 -4.69581
9 O 2.92883 -2.33711 -3.02708
10 C 4.26025 1.19674 -3.49805
11 C 3.44473 1.88859 -2.42930
12 O 3.45381 2.93250 -1.95307
13 O 2.43289 0.83956 -1.87241
14 H 0.01375 -1.07365 -3.93099
15 H 1.78970 -1.58583 -5.58359
16 H 0.74780 -0.19198 -5.96830
17 H 3.16715 0.59015 -6.02848
18 H 2.17433 1.34424 -4.77992
19 H 4.84543 -0.98477 -5.44676
20 H 5.39877 -1.03033 -3.77123
21 H 5.22149 0.94004 -3.04837
22 H 4.44741 1.92473 -4.29066
23 C -4.14822 1.32286 7.75327
24 C -3.75431 1.40823 6.34905
25 C -2.81195 0.47230 5.78097
26 C -2.43537 0.54575 4.48386
27 C -2.99142 1.58248 3.64997
28 N -2.69234 1.73554 2.35762
29 C -1.76100 1.07015 1.46550
30 O -1.08069 1.74402 0.74829
31 N -1.79749 -0.29589 1.46956
32 C -1.06792 -1.11091 0.58734
33 C -1.30613 -2.48872 0.63793
34 C -0.62153 -3.34594 -0.19926
35 C 0.29609 -2.82192 -1.08486
36 N 0.52757 -1.48787 -1.14821
37 C -0.13256 -0.63273 -0.32384
38 C -3.92345 2.54154 4.21713
39 C -4.28862 2.44684 5.51150
40 H -3.71646 0.47890 8.28167
41 H -5.24515 1.30139 7.82584
42 H -3.86472 2.26144 8.25677
43 H -2.39353 -0.28840 6.42783
44 H -1.68930 -0.13633 4.09834
45 H -3.00647 2.60368 1.92911
46 H -2.51706 -0.75790 2.00828
47 H -2.03201 -2.89362 1.33511
48 H -0.79229 -4.41377 -0.16962
49 H 0.84917 -3.45733 -1.76557
50 H 0.09038 0.42010 -0.40884
51 H -4.33027 3.32011 3.58124
52 H -4.99076 3.15394 5.93663

---

> Which formula does entry 3 have?

C19H22IN6O7Y